[1]
Molecular formula: C33H50BrIO6P
Method: DFT, ωB97M-V with the def2-TZVPD basis set

Geometry (Å):
C (3.79, -3.94, 5.49)
C (2.77, -4.06, 4.36)
C (1.99, -2.65, 3.99)
C (0.65, -2.26, 4.59)
Br (-0.23, -3.53, 5.88)
C (-0.12, -0.83, 4.18)
O (-0.79, -0.10, 5.07)
C (0.12, -0.40, 2.58)
C (-1.05, 0.39, 1.68)
C (-2.47, 0.80, 2.47)
C (-2.34, 2.15, 3.39)
C (-3.34, 3.38, 3.00)
C (-2.64, 4.38, 1.86)
C (-4.88, 2.94, 2.62)
C (-0.79, 0.75, 0.07)
C (-1.96, 1.51, -0.78)
C (-3.35, 0.71, -1.04)
P (-3.26, -1.17, -1.25)
O (-4.78, -1.70, -1.07)
O (-2.32, -2.05, -0.09)
C (-2.90, -3.37, 0.23)
C (-1.77, -4.34, 0.98)
O (-2.88, -1.59, -2.94)
C (-4.15, -1.81, -3.69)
C (-3.90, -1.89, -5.34)
C (0.70, 0.33, -0.57)
C (1.02, 0.72, -2.17)
I (1.22, 2.93, -2.45)
C (-0.05, 0.04, -3.22)
C (0.68, -0.36, -4.67)
C (1.87, -0.46, 0.33)
C (3.34, -0.93, -0.31)
C (4.27, 0.36, -0.78)
C (3.15, -2.06, -1.53)
C (4.07, -3.40, -1.31)
C (5.65, -3.08, -1.64)
C (1.60, -0.81, 1.92)
C (2.66, -1.53, 2.95)
O (3.96, -1.28, 3.08)
H (3.43, -3.37, 6.47)
H (4.89, -4.32, 5.41)
H (2.63, -5.08, 3.82)
H (-2.64, -0.10, 3.24)
H (-3.38, 0.76, 1.75)
H (-2.54, 1.87, 4.51)
H (-1.24, 2.57, 3.33)
H (-3.42, 4.06, 3.97)
H (-3.38, 4.69, 1.01)
H (-2.24, 5.35, 2.43)
H (-1.68, 3.81, 1.49)
H (-4.96, 2.97, 1.43)
H (-5.71, 3.66, 3.02)
H (-5.05, 1.80, 2.91)
H (-2.24, 2.49, -0.15)
H (-1.61, 1.94, -1.83)
H (-4.21, 0.93, -0.25)
H (-3.79, 1.14, -2.06)
H (-3.27, -3.86, -0.77)
H (-3.80, -3.17, 0.97)
H (-0.74, -4.37, 0.40)
H (-2.25, -5.42, 1.02)
H (-1.65, -3.99, 2.11)
H (-4.66, -2.85, -3.41)
H (-4.91, -0.90, -3.55)
H (-4.89, -2.39, -5.76)
H (-2.97, -2.55, -5.61)
H (-3.85, -0.79, -5.72)
H (2.09, 0.31, -2.51)
H (-0.35, -1.00, -2.74)
H (-0.95, 0.72, -3.51)
H (0.30, -1.46, -4.94)
H (1.85, -0.44, -4.56)
H (0.33, 0.33, -5.55)
H (4.01, -1.50, 0.50)
H (3.88, 1.39, -0.33)
H (4.30, 0.41, -1.97)
H (5.39, 0.19, -0.44)
H (2.02, -2.39, -1.53)
H (3.37, -1.51, -2.56)
H (3.89, -3.93, -0.28)
H (3.72, -4.18, -2.14)
H (6.01, -3.84, -2.49)
H (6.29, -3.18, -0.67)
H (5.70, -2.00, -2.14)
C (3.71, 7.33, -1.00)
C (2.41, 6.50, -1.04)
O (1.43, 7.32, -0.71)
H (3.91, 7.73, 0.00)
H (4.56, 6.69, -1.27)
H (3.69, 8.16, -1.72)
H (2.61, 5.63, -0.39)
H (2.40, 6.03, -2.03)

Computed properties:
**Lowest unoccupied orbital energy**: -0.094 eV
**E_HOMO**: -2.32 eV
**Gap between HOMO and LUMO**: 0.0819 hartree
**Net charge**: -1

[2]
Molecular formula: C33H50Cl2N3O4PrSi
Method: DFT, ωB97M-V with the def2-TZVPD basis set

Geometry (Å):
C (-1.34, 3.97, 2.75)
C (-1.73, 4.66, 1.48)
H (-0.40, 4.40, 3.15)
H (-1.20, 2.89, 2.59)
H (-2.09, 4.15, 3.53)
C (-1.77, 6.00, 1.49)
C (-1.37, 6.92, 2.61)
H (-2.23, 6.54, 0.65)
H (-0.34, 6.74, 2.96)
H (-2.03, 6.89, 3.50)
H (-1.42, 7.95, 2.25)
Pr (0.29, -1.43, 0.58)
Cl (-2.17, -0.42, 0.56)
C (-0.98, -2.20, -2.44)
O (0.02, -1.95, -1.69)
N (-1.01, -1.91, -3.73)
C (0.19, -1.42, -4.39)
C (-2.31, -1.82, -4.41)
H (-1.87, -2.68, -2.03)
H (1.07, -1.95, -4.00)
H (0.32, -0.34, -4.23)
H (0.10, -1.61, -5.46)
H (-2.97, -2.61, -4.03)
H (-2.18, -1.93, -5.49)
H (-2.79, -0.85, -4.22)
H (3.78, -4.02, -1.95)
H (2.83, -6.88, -1.19)
C (4.01, -4.13, -0.88)
C (3.20, -6.44, -0.25)
N (3.03, -4.99, -0.22)
H (4.00, -3.14, -0.41)
C (1.89, -4.47, 0.19)
O (1.67, -3.23, 0.14)
H (2.61, -6.86, 0.58)
H (1.15, -5.16, 0.62)
H (4.99, -4.60, -0.78)
H (4.26, -6.69, -0.13)
H (5.45, 0.25, 3.64)
H (2.92, 1.94, 1.79)
C (5.62, 0.33, 2.56)
C (3.92, 1.71, 1.42)
N (4.36, 0.39, 1.84)
H (6.25, -0.51, 2.26)
C (3.55, -0.66, 1.71)
O (2.33, -0.55, 1.34)
H (3.89, 1.81, 0.32)
H (3.99, -1.65, 1.91)
H (6.14, 1.28, 2.38)
H (4.64, 2.42, 1.83)
O (-1.55, 2.59, 0.01)
C (-2.30, 3.77, 0.35)
C (-1.89, 5.53, -1.45)
C (-2.70, 4.54, -0.89)
H (-0.96, 5.82, -0.95)
C (-2.29, 6.19, -2.62)
H (-3.22, 3.36, 0.81)
C (-3.93, 4.23, -1.47)
H (-1.64, 6.97, -3.06)
C (-3.55, 5.91, -3.17)
C (-4.36, 4.92, -2.61)
H (-4.55, 3.46, -1.01)
H (-3.90, 6.48, -4.04)
H (-5.35, 4.70, -3.04)
Si (0.05, 2.38, -0.80)
Cl (0.96, 2.85, 1.04)
C (0.96, 3.84, -1.62)
C (-1.12, 1.89, -2.32)
C (1.26, 0.99, -1.46)
H (0.27, 4.43, -2.24)
H (1.78, 3.47, -2.26)
H (1.41, 4.48, -0.86)
H (1.98, 0.58, -0.74)
H (1.86, 1.46, -2.25)
H (0.69, 0.17, -1.95)
H (-1.63, 2.82, -2.61)
H (-1.87, 1.17, -1.97)
H (-0.61, 1.49, -3.20)
C (-3.45, -6.11, 1.99)
C (-3.52, -4.86, 1.31)
C (-2.52, -3.92, 1.48)
C (-1.38, -4.19, 2.29)
C (-0.30, -3.32, 2.44)
C (0.71, -3.53, 3.32)
C (0.80, -4.80, 3.98)
C (-0.18, -5.76, 3.78)
C (-1.31, -5.48, 2.97)
C (-2.36, -6.41, 2.80)
H (-4.26, -6.82, 1.87)
H (-4.38, -4.63, 0.66)
H (-2.59, -2.93, 1.02)
H (1.47, -2.77, 3.52)
H (1.64, -5.00, 4.64)
H (-0.12, -6.74, 4.26)
H (-2.30, -7.36, 3.32)

Computed properties:
**<S²>**: 2.002
**Lowest unoccupied orbital energy**: -0.298 eV
**2S+1**: 3
**E_HOMO**: -6.77 eV
**Gap between HOMO and LUMO**: 0.2377 hartree
**Energy above the lowest of the compared OMol25 structures with the same formula, charge and spin**: 3.457 eV

[3]
Molecular formula: C33H51N5PbSe3
Method: DFT, ωB97M-V with the def2-TZVPD basis set

Geometry (Å):
Pb (-0.59, 0.64, -0.52)
C (-3.43, 1.45, -2.27)
C (-2.34, 1.34, -3.31)
N (-1.31, 0.33, -2.95)
C (-1.73, -1.06, -3.17)
C (-2.52, -1.63, -2.02)
C (-3.37, -2.71, -2.18)
C (-4.05, -3.20, -1.08)
C (-3.87, -2.60, 0.16)
C (-3.01, -1.53, 0.25)
C (-2.74, -0.85, 1.58)
N (-2.07, 0.45, 1.47)
C (-3.01, 1.60, 1.47)
C (-3.79, 1.68, 0.17)
N (-2.86, 1.81, -0.96)
N (-2.35, -1.07, -0.82)
H (-3.96, 0.50, -2.16)
H (-4.17, 2.19, -2.60)
H (-1.82, 2.30, -3.41)
H (-2.78, 1.11, -4.28)
H (-0.49, 0.50, -3.52)
H (-0.83, -1.67, -3.29)
H (-2.31, -1.16, -4.09)
H (-3.51, -3.15, -3.17)
H (-4.72, -4.05, -1.18)
H (-4.40, -2.96, 1.04)
H (-2.09, -1.51, 2.16)
H (-3.68, -0.76, 2.13)
H (-1.38, 0.55, 2.21)
H (-2.41, 2.50, 1.62)
H (-3.70, 1.53, 2.31)
H (-4.50, 2.50, 0.22)
H (-4.37, 0.77, 0.03)
H (-2.53, 2.77, -1.01)
C (-0.36, -1.57, 4.70)
Se (0.62, -1.48, 3.02)
C (2.01, -0.28, 3.67)
C (1.55, 1.13, 3.99)
Se (0.97, 2.09, 2.39)
C (0.56, 3.75, 3.31)
H (0.32, -1.84, 5.50)
H (-1.10, -2.37, 4.59)
H (-0.87, -0.64, 4.93)
H (2.79, -0.28, 2.90)
H (2.43, -0.74, 4.56)
H (2.38, 1.71, 4.40)
H (0.74, 1.13, 4.72)
H (-0.31, 3.63, 3.95)
H (0.36, 4.50, 2.55)
H (1.42, 4.06, 3.89)
C (3.69, 3.33, -3.12)
N (3.06, 2.16, -2.52)
C (3.36, 1.95, -1.11)
C (1.69, 1.92, -2.92)
C (0.70, 2.94, -2.35)
C (0.57, 4.19, -2.98)
C (-0.10, 5.25, -2.38)
C (-0.65, 5.10, -1.11)
C (-0.59, 3.86, -0.48)
C (0.06, 2.82, -1.13)
H (4.76, 3.28, -2.95)
H (3.32, 4.29, -2.74)
H (3.53, 3.31, -4.20)
H (4.39, 2.27, -0.92)
H (3.27, 0.89, -0.85)
H (2.72, 2.52, -0.42)
H (1.42, 0.91, -2.61)
H (1.66, 1.97, -4.01)
H (1.04, 4.33, -3.95)
H (-0.18, 6.19, -2.90)
H (-1.13, 5.93, -0.62)
H (-1.03, 3.73, 0.50)
C (3.33, -6.31, 1.96)
C (2.76, -5.08, 1.30)
C (1.53, -5.12, 0.66)
C (1.01, -4.01, 0.01)
C (-0.34, -4.11, -0.66)
C (1.77, -2.82, 0.01)
Se (1.31, -1.38, -1.07)
C (3.00, -2.74, 0.71)
C (3.83, -1.48, 0.79)
C (3.47, -3.88, 1.32)
H (2.63, -7.15, 1.93)
H (3.58, -6.11, 3.00)
H (4.25, -6.62, 1.46)
H (0.95, -6.04, 0.67)
H (-0.79, -5.08, -0.45)
H (-0.25, -4.00, -1.74)
H (-1.01, -3.33, -0.30)
H (3.21, -0.58, 0.80)
H (4.49, -1.39, -0.08)
H (4.45, -1.50, 1.68)
H (4.43, -3.84, 1.85)

Computed properties:
**Lowest unoccupied orbital energy (spin up / spin down)**: -7.155 / -7.063 eV
**E_HOMO (spin up / spin down)**: -12.57 / -12.59 eV
**Gap between HOMO and LUMO (spin up / spin down)**: 0.1991 / 0.2032 hartree
**Net charge**: +2
**Energy above the lowest of the compared OMol25 structures with the same formula, charge and spin**: 0.000 eV

[4]
Molecular formula: C33H52AsN5OSSi4Sr
Method: DFT, ωB97M-V with the def2-TZVPD basis set

Geometry (Å):
Sr (0.91, 0.26, 0.05)
O (2.76, -0.84, 0.84)
C (3.99, -0.50, 0.85)
C (4.78, -0.60, 2.03)
C (6.11, -0.23, 2.05)
C (6.74, 0.26, 0.90)
C (6.01, 0.36, -0.26)
C (4.66, -0.02, -0.32)
C (3.95, 0.06, -1.60)
N (2.65, 0.17, -1.82)
C (2.48, 0.14, -3.18)
C (3.67, 0.00, -3.81)
N (4.61, -0.04, -2.79)
H (4.28, -0.95, 2.92)
H (6.66, -0.30, 2.98)
H (7.77, 0.59, 0.93)
H (6.48, 0.79, -1.14)
H (1.49, 0.24, -3.61)
H (3.95, -0.04, -4.85)
H (5.60, -0.16, -2.89)
C (-3.67, -1.27, -0.88)
C (-3.68, -2.56, -1.38)
C (-2.46, -3.18, -1.64)
C (-1.28, -2.49, -1.38)
N (-1.28, -1.25, -0.91)
C (-2.45, -0.66, -0.67)
C (0.06, -3.12, -1.59)
C (0.20, -4.38, -2.19)
C (1.45, -4.93, -2.30)
C (2.54, -4.23, -1.81)
C (2.32, -2.99, -1.25)
N (1.12, -2.43, -1.15)
H (-4.58, -0.74, -0.64)
H (-4.61, -3.09, -1.56)
H (-2.45, -4.19, -2.01)
H (-2.41, 0.36, -0.30)
H (-0.66, -4.91, -2.56)
H (1.58, -5.91, -2.75)
H (3.54, -4.64, -1.86)
H (3.13, -2.41, -0.84)
C (-2.26, -4.76, 1.74)
Si (-1.02, -3.54, 2.55)
C (-0.95, -4.17, 4.35)
C (0.64, -4.04, 1.74)
C (-1.37, -1.80, 2.42)
Si (-2.37, -0.66, 3.38)
C (-2.35, -0.94, 5.26)
C (-1.80, 1.11, 3.07)
C (-4.25, -0.64, 2.99)
H (-1.99, -5.81, 1.89)
H (-2.32, -4.56, 0.67)
H (-3.26, -4.60, 2.16)
H (-0.69, -5.23, 4.37)
H (-1.92, -4.06, 4.85)
H (-0.22, -3.61, 4.93)
H (1.02, -4.96, 2.19)
H (1.39, -3.26, 1.86)
H (0.51, -4.23, 0.67)
H (-1.00, -1.28, 1.53)
H (-1.33, -1.04, 5.64)
H (-2.90, -1.85, 5.54)
H (-2.83, -0.10, 5.77)
H (-0.77, 1.27, 3.41)
H (-2.42, 1.86, 3.57)
H (-1.82, 1.36, 2.01)
H (-4.67, -1.64, 3.12)
H (-4.41, -0.35, 1.95)
H (-4.81, 0.06, 3.62)
C (-3.57, 4.07, -2.85)
Si (-2.60, 3.38, -1.37)
C (-3.93, 2.33, -0.50)
C (-2.28, 4.83, -0.20)
As (-0.74, 2.14, -2.02)
Si (0.62, 4.00, -2.44)
C (-0.17, 5.35, -3.53)
C (1.33, 4.89, -0.94)
C (2.13, 3.47, -3.44)
H (-4.46, 4.60, -2.50)
H (-3.88, 3.25, -3.50)
H (-2.98, 4.76, -3.46)
H (-4.80, 2.98, -0.36)
H (-3.64, 1.96, 0.48)
H (-4.24, 1.49, -1.13)
H (-3.25, 5.25, 0.11)
H (-1.72, 5.62, -0.69)
H (-1.73, 4.53, 0.69)
H (-0.92, 5.92, -2.99)
H (-0.64, 4.92, -4.42)
H (0.62, 6.04, -3.84)
H (0.58, 5.21, -0.22)
H (1.87, 5.78, -1.30)
H (2.03, 4.25, -0.40)
H (1.86, 2.89, -4.32)
H (2.82, 2.88, -2.84)
H (2.67, 4.37, -3.77)
S (2.06, 2.27, 2.02)
C (0.94, 3.48, 2.33)
N (0.19, 4.34, 2.57)

Computed properties:
**Lowest unoccupied orbital energy**: 3.899 eV
**E_HOMO**: -1.11 eV
**Gap between HOMO and LUMO**: 0.1840 hartree
**Net charge**: -2
**Energy above the lowest of the compared OMol25 structures with the same formula, charge and spin**: 0.282 eV